(1)
{
  "formula": "C4H8FNO",
  "method": "ωB97M-V with the def2-TZVPD basis set",
  "smiles": "[H]/N=C\\F.C=C(C)O",
  "e_homo_ev": -8.8,
  "total_charge": 0,
  "symbols": ["F", "O", "N", "C", "C", "C", "C", "H", "H", "H", "H", "H", "H", "H", "H"],
  "positions_angstrom": [[3.50, -0.75, 1.72], [-2.79, 1.16, -0.74], [1.94, -1.92, 0.51], [-0.77, 0.38, -1.75], [2.42, -1.55, 1.58], [-1.48, 0.86, -0.51], [-0.90, 0.99, 0.68], [2.01, -1.83, 2.54], [0.13, 0.74, 0.82], [0.13, 0.96, -1.92], [-1.44, 0.48, -2.60], [2.40, -1.60, -0.33], [-3.21, 1.41, 0.09], [-0.50, -0.66, -1.64], [-1.45, 1.33, 1.54]],
  "lowdin_charge": [0.01, 0.03, 0.13, -0.03, -0.32, -0.47, 0.03, 0.12, 0.04, 0.08, 0.08, 0.07, 0.11, 0.08, 0.05]
}



(2)
{
  "formula": "C4H8FNO",
  "method": "ωB97M-V with the def2-TZVPD basis set",
  "smiles": "[H]/N=C\\F.C=C(C)O",
  "e_homo_ev": -9.1,
  "total_charge": 0,
  "symbols": ["F", "O", "N", "C", "C", "C", "C", "H", "H", "H", "H", "H", "H", "H", "H"],
  "positions_angstrom": [[-1.98, -1.36, 0.17], [0.39, 1.07, 1.17], [-1.95, 0.91, -0.14], [0.90, 0.64, -1.07], [1.01, 0.29, 0.21], [-1.86, -0.28, -0.57], [1.23, -1.05, 0.71], [1.31, -1.84, 0.03], [-1.72, -0.52, -1.59], [0.22, 1.84, 0.68], [-1.98, 1.12, 0.81], [0.62, 1.64, -1.25], [1.99, -1.23, 1.43], [1.49, 0.09, -1.91], [0.33, -1.31, 1.32]],
  "lowdin_charge": [0.06, 0.02, 0.14, 0.02, -0.47, -0.31, -0.05, 0.07, 0.11, 0.05, 0.03, 0.05, 0.07, 0.11, 0.10]
}



Ranking the structures above by stability puts (1) first and (2) last.